1.
A molecular structure, C8H32HfN18O14 in a non-equilibrium geometry. Source: the Open Molecules 2025 dataset; level of theory: wB97M-V/def2-TZVPD.

Last column: Mulliken charge in e.
Element x y z (Å)
Hf 3.359 -2.050 1.395  2.034
N 3.553 -0.315 -1.811  0.803
O 2.638 0.369 -2.157  -0.468
O 3.712 -0.592 -0.665  -0.512
O 4.349 -0.740 -2.676  -0.527
N 0.492 -0.059 0.351  -0.237
O 1.363 -0.812 0.559  0.980
O -0.534 -0.551 -0.101  -0.319
O 0.653 1.112 0.656  -0.623
C -4.013 -0.770 0.634  0.618
O -5.092 -0.803 1.204  -0.673
N -3.090 0.012 1.069  -0.024
N -3.438 -1.526 -0.161  0.112
H -3.342 0.868 1.542  0.199
H -2.164 -0.064 0.674  0.163
H -2.448 -1.663 -0.310  -0.500
H -3.882 -2.417 -0.333  0.224
C -1.199 -2.724 -2.880  0.667
O -1.188 -3.555 -1.948  -0.633
N -1.212 -3.041 -4.170  -0.398
N -1.531 -1.464 -2.751  -0.197
H -1.530 -2.330 -4.812  0.150
H -1.075 -3.977 -4.526  0.273
H -1.379 -1.242 -1.777  0.005
H -1.441 -0.800 -3.506  0.309
C 3.704 4.535 1.087  0.579
O 4.888 4.751 1.049  -0.648
N 3.143 3.394 1.263  -0.131
N 2.883 5.495 0.975  -0.365
H 2.348 3.183 0.677  0.059
H 3.603 2.719 1.857  0.058
H 1.874 5.485 1.016  0.166
H 3.351 6.221 0.450  0.232
C 2.676 -3.707 -1.897  0.521
O 2.675 -3.123 -0.781  -0.334
N 3.017 -4.951 -2.085  -0.424
N 2.360 -3.075 -3.027  -0.228
H 2.623 -5.234 -2.971  0.192
H 3.198 -5.549 -1.291  0.249
H 2.197 -2.080 -2.980  0.088
H 2.356 -3.492 -3.947  0.230
C 2.164 0.763 3.599  0.526
O 2.690 -0.087 2.849  -0.703
N 2.347 0.953 4.840  -0.374
N 1.257 1.629 3.346  -0.114
H 3.074 0.311 5.121  0.253
H 1.999 1.795 5.274  0.200
H 0.923 2.251 4.068  0.192
H 1.032 1.684 2.363  0.111
C -2.234 3.446 2.117  0.682
O -2.943 2.561 2.608  -0.775
N -1.277 3.176 1.339  0.178
N -2.423 4.754 2.299  -0.345
H -0.958 2.228 1.201  -0.259
H -0.875 3.870 0.725  0.233
H -3.023 5.271 2.926  0.252
H -1.734 5.320 1.825  0.087
C -3.301 2.552 -2.539  0.638
O -3.562 3.533 -3.202  -0.679
N -2.413 2.465 -1.622  -0.028
N -4.080 1.517 -2.601  -0.305
H -2.174 1.544 -1.284  0.033
H -1.875 3.238 -1.255  0.033
H -4.970 1.563 -3.078  0.211
H -3.914 0.708 -2.019  0.092
C 0.167 -3.804 1.189  0.754
O 1.181 -3.257 1.589  -0.702
N 0.031 -5.130 1.066  -0.414
N -0.859 -3.194 0.799  0.107
H -0.926 -5.430 0.950  0.213
H 0.816 -5.618 1.473  0.256
H -1.018 -2.210 0.635  -0.195
H -1.579 -3.837 0.501  0.171

Computed properties:
max |F|	11.81	eV/A
charge	+2
energy above the lowest of the compared OMol25 structures with the same formula, charge and spin	1037.1	kJ/mol
LUMO	-11.35	eV


2.
8 unconnected molecules or ions with the total composition C8H32N14O8 in a non-equilibrium geometry. Source: the Open Molecules 2025 dataset; level of theory: wB97M-V/def2-TZVPD.

Last column: Mulliken charge in e.
Element x y z (Å)
C 1.379 5.265 -5.015  -0.503
O 0.970 3.977 -4.752  -0.498
H 1.473 5.891 -4.128  0.240
H 2.347 5.365 -5.505  0.220
H 0.635 5.743 -5.653  0.220
H 1.021 3.719 -3.828  0.320
C -5.815 1.918 -1.535  0.659
O -5.664 0.723 -1.513  -0.662
N -6.932 2.547 -1.295  -0.398
N -4.921 2.750 -1.906  -0.385
H -7.640 1.970 -0.863  0.231
H -6.873 3.554 -1.242  0.164
H -5.098 3.740 -1.814  0.155
H -4.016 2.335 -2.081  0.236
C -1.013 -8.345 1.835  0.672
O -1.047 -7.304 1.213  -0.661
N -1.285 -9.535 1.358  -0.390
N -0.564 -8.441 3.035  -0.380
H -1.546 -9.617 0.386  0.214
H -1.321 -10.304 2.011  0.155
H -0.475 -7.562 3.523  0.228
H -0.575 -9.349 3.478  0.161
C 0.779 5.908 2.670  0.670
O 0.413 6.609 1.760  -0.681
N 0.777 4.640 2.712  -0.361
N 1.047 6.418 3.788  -0.372
H 0.421 4.138 1.911  0.204
H 1.143 4.054 3.449  0.170
H 1.210 5.866 4.618  0.156
H 0.988 7.416 3.926  0.214
C 7.452 -0.784 3.551  0.624
O 7.298 0.403 3.569  -0.629
N 7.551 -1.423 2.397  -0.422
N 7.688 -1.608 4.540  -0.379
H 7.507 -2.431 2.448  0.174
H 7.218 -0.901 1.599  0.240
H 7.951 -2.569 4.378  0.171
H 7.573 -1.225 5.468  0.220
C -0.053 -1.067 -0.348  0.663
O -0.277 0.089 -0.731  -0.678
N 1.111 -1.702 -0.231  -0.394
N -1.038 -1.857 -0.186  -0.360
H 1.123 -2.712 -0.245  0.184
H 1.939 -1.127 -0.295  0.230
H -1.018 -2.822 0.111  0.134
H -1.972 -1.517 -0.366  0.221
C -9.600 -3.356 -1.059  0.622
O -10.721 -3.764 -1.302  -0.684
N -9.296 -2.494 -0.200  -0.353
N -8.537 -3.926 -1.525  -0.431
H -8.340 -2.292 0.055  0.187
H -10.085 -2.165 0.338  0.232
H -7.679 -3.393 -1.515  0.194
H -8.707 -4.593 -2.264  0.236
C 6.536 2.634 -2.219  0.651
O 6.336 1.438 -1.965  -0.669
N 6.570 3.090 -3.452  -0.375
N 6.762 3.570 -1.318  -0.376
H 6.456 2.522 -4.279  0.218
H 6.929 4.030 -3.534  0.157
H 6.698 3.332 -0.338  0.228
H 6.808 4.531 -1.626  0.167

Computed properties:
max |F|	8.47	eV/A
SMILES	NC(N)=O.NC(N)=O.NC(N)=O.NC(N)=O.NC(N)=O.NC(N)=O.NC(N)=O.CO
energy above the lowest of the compared OMol25 structures with the same formula, charge and spin	552.2	kJ/mol
LUMO	0.42	eV